P | Formula: C17H21BrN2OS
Source: the OMol25 dataset
Level of theory: ωB97M-V/def2-TZVPD

Calculated values
Gap between HOMO and LUMO in eV: 7.987
LUMO energy in eV: 0.68
SMILES string: CCOc1ccccc1N1CCN(Cc2ccc(Br)s2)CC1
Net charge: 0

Cartesian coordinates (Å):
C: -1.318 2.317 2.433
C: -2.103 2.934 1.278
O: -2.322 2.030 0.216
C: -1.269 1.621 -0.567
C: -0.046 2.274 -0.586
C: 0.972 1.877 -1.438
C: 0.766 0.803 -2.277
C: -0.443 0.131 -2.254
C: -1.487 0.504 -1.410
N: -2.735 -0.130 -1.444
C: -2.967 -1.140 -2.454
C: -2.340 -2.501 -2.037
N: -1.703 -2.298 -0.762
C: -2.642 -1.907 0.258
C: -3.313 -0.584 -0.195
H: -3.197 0.187 0.560
H: -4.382 -0.738 -0.366
H: -3.406 -2.690 0.431
H: -2.097 -1.754 1.191
C: -0.617 -3.161 -0.359
C: 0.584 -2.303 -0.090
C: 1.775 -2.278 -0.745
C: 2.643 -1.251 -0.312
C: 2.077 -0.500 0.665
S: 0.491 -1.037 1.088
Br: 2.825 0.986 1.528
H: 3.625 -1.074 -0.712
H: 2.035 -2.975 -1.521
H: -0.369 -3.862 -1.160
H: -0.880 -3.750 0.533
H: -3.122 -3.282 -1.989
H: -1.589 -2.822 -2.761
H: -2.580 -0.794 -3.412
H: -4.051 -1.246 -2.553
H: -0.554 -0.722 -2.901
H: 1.548 0.471 -2.945
H: 1.911 2.408 -1.433
H: 0.128 3.123 0.056
H: -1.616 3.851 0.923
H: -3.112 3.195 1.612
H: -1.831 1.432 2.802
H: -1.230 3.037 3.242
H: -0.320 2.026 2.114

Q | Formula: C17H21BrN2OS
Source: the OMol25 dataset
Level of theory: ωB97M-V/def2-TZVPD

Calculated values
Gap between HOMO and LUMO in eV: 8.363
LUMO energy in eV: 0.74
SMILES string: CCOc1ccccc1N1CCN(Cc2ccc(Br)s2)CC1
Net charge: 0

Cartesian coordinates (Å):
C: 0.966 -3.375 -3.323
C: -0.466 -3.354 -2.796
O: -0.748 -2.216 -2.012
C: -0.859 -0.982 -2.604
C: -0.997 -0.792 -3.972
C: -1.197 0.470 -4.506
C: -1.253 1.569 -3.670
C: -1.091 1.396 -2.310
C: -0.887 0.138 -1.745
N: -0.692 0.078 -0.363
C: -1.760 0.525 0.503
C: -1.163 1.038 1.811
N: -0.420 -0.041 2.434
C: 0.652 -0.473 1.560
C: 0.055 -0.993 0.250
H: -0.577 -1.865 0.470
H: 0.862 -1.297 -0.416
H: 1.353 0.349 1.333
H: 1.202 -1.277 2.053
C: -0.010 0.231 3.800
C: 0.933 1.386 3.956
C: 2.289 1.389 3.825
C: 2.872 2.668 3.958
C: 1.936 3.627 4.185
S: 0.328 2.988 4.240
Br: 2.242 5.466 4.428
H: 3.926 2.868 3.892
H: 2.865 0.498 3.650
H: 0.469 -0.675 4.185
H: -0.917 0.418 4.383
H: -0.521 1.908 1.591
H: -1.962 1.353 2.487
H: -2.444 -0.310 0.734
H: -2.329 1.316 0.014
H: -1.105 2.254 -1.655
H: -1.408 2.557 -4.075
H: -1.311 0.584 -5.573
H: -0.981 -1.637 -4.643
H: -0.621 -4.192 -2.110
H: -1.184 -3.452 -3.620
H: 1.153 -2.519 -3.967
H: 1.137 -4.287 -3.889
H: 1.667 -3.339 -2.492

Which of them is least stable? Easy: P.

P | Formula: CH2Cl2O3
Source: the OMol25 dataset
Level of theory: ωB97M-V/def2-TZVPD

Calculated values
Gap between HOMO and LUMO in eV: 10.476
LUMO energy in eV: -0.53
SMILES string: O=COCl.OCl
Net charge: 0

Cartesian coordinates (Å):
C: -1.207 -0.154 0.261
O: -1.815 0.761 0.712
O: 1.237 1.101 -0.047
O: -0.760 -1.134 1.055
Cl: 1.361 1.451 -1.705
Cl: 0.083 -2.406 0.320
H: -0.969 -0.300 -0.808
H: 2.071 0.682 0.211

Q | Formula: CH2Cl2O3
Source: the OMol25 dataset
Level of theory: ωB97M-V/def2-TZVPD

Calculated values
Gap between HOMO and LUMO in eV: 10.806
LUMO energy in eV: -0.12
SMILES string: OC(O)(Cl)OCl
Net charge: 0

Cartesian coordinates (Å):
C: 0.071 0.297 0.104
O: 0.507 -0.403 1.198
O: 0.526 -0.279 -1.085
O: -1.260 0.506 -0.027
Cl: 0.494 2.061 0.042
Cl: -2.216 -0.880 0.068
H: 0.517 -1.371 0.932
H: 1.361 0.068 -1.233

Which of them is least stable? Easy: P.